Entry 1:
The following is a DFT calculation (ωB97M-V/def2-TZVPD) of a cluster of 7 separate species, C34H51BN8O4PS in total.

The geometry in ORCA input format:
```
! wB97M-V def2-TZVPD RIJCOSX def2/J DEFGRID3
* xyz -1 1
S -0.75202 1.16305 3.53567
P 0.58156 4.28830 0.45561
O -2.04559 3.28238 2.09422
O -2.16272 0.61645 3.79305
O -0.24778 1.64552 4.89575
O -0.49118 4.65371 3.08079
N 1.13929 -3.78285 5.55528
N 3.19573 5.33230 -2.22304
N 5.04345 -6.31797 -5.81631
N 3.06249 -3.29314 -3.38906
N 0.36683 -4.29240 0.96924
N -6.72875 3.12168 0.28352
N -0.70762 4.13669 -0.51404
N -4.07228 1.02673 -1.93155
C 6.19793 -6.76770 -5.23398
C -0.45894 -4.32961 -1.09060
C 4.94078 -2.86322 -4.49196
C -4.69793 -0.87176 -2.89611
C 3.39900 6.37095 -1.35215
C 4.76244 -7.08260 -6.91718
C -5.70195 0.10203 -3.12127
C -3.70292 -0.27127 -2.16211
C -5.50629 3.66263 2.39966
C 0.30892 -0.29374 3.07507
C -0.84734 -4.92165 1.04276
C -5.40765 5.23126 2.00944
C 4.69374 6.29661 -0.89824
C 5.29284 5.16994 -1.51330
C -3.34029 3.37744 5.39433
C 6.65438 -7.83735 -5.96640
C 5.74469 -8.03656 -7.03350
C 3.59809 -3.12075 -4.63780
C 5.22454 -2.87606 -3.10439
C 4.34408 4.59236 -2.32243
C -5.28711 1.26440 -2.51695
C 4.04602 -3.14029 -2.44816
C -2.67700 3.91213 4.38379
C 0.60904 -3.92338 -0.32665
C 0.85807 -4.54829 4.45438
C -1.38196 -4.96187 -0.22237
C 0.24812 3.70140 2.24428
C -2.82324 5.81302 2.62983
C -6.80816 2.91695 1.76719
C -3.92054 5.64872 1.45942
C 1.84056 -5.50243 4.33865
C -0.83135 2.49037 2.23036
C 2.29391 -4.23262 6.13763
C 2.75027 -5.30255 5.40568
B -1.97257 4.45652 2.98205
H -5.74705 2.96999 -0.03635
H -5.57306 3.60138 3.54292
H 2.97982 -3.19711 -5.52033
H 1.65211 3.49979 -0.14368
H -3.57976 4.98608 0.57557
H -7.80374 3.24091 2.23872
H 3.88924 -6.88336 -7.52072
H 3.82362 -3.23396 -1.39562
H 1.40354 0.06258 2.90833
H -6.62580 -0.03190 -3.66565
H 0.98586 -4.12593 1.74888
H 7.54546 -8.41164 -5.75732
H 2.09489 -3.49947 -3.19305
H -3.90775 2.67541 6.10575
H 6.18408 -2.70926 -2.63660
H -5.75112 2.23764 -2.45201
H -2.76717 -0.65549 -1.78379
H -0.10556 -0.71411 2.09085
H 1.89787 -6.26009 3.56996
H 4.38739 3.72168 -2.95992
H -6.64760 1.78602 1.97000
H -7.36094 2.49075 -0.23438
H 2.33509 5.14206 -2.71310
H 2.60713 7.07176 -1.13244
H 6.30583 4.81898 -1.37835
H -4.59440 3.04399 2.07840
H -3.53284 1.70329 -1.41172
H 5.80195 -8.79358 -7.80250
H -4.07306 6.71132 1.00157
H -0.79728 1.90301 1.24180
H -3.31153 6.19111 3.61275
H 0.35919 -1.11250 3.88031
H -4.70155 -1.89812 -3.23420
H 1.51890 -3.40602 -0.59332
H -0.01545 -4.34909 3.85080
H 0.90897 5.68560 0.53347
H -0.56428 -4.18601 -2.15662
H -2.33299 -5.39775 -0.49237
H -5.71672 5.89899 2.91195
H -1.22494 -5.28684 1.98640
H 3.64127 -5.87672 5.61500
H 6.59347 -6.29003 -4.34984
H 5.15790 6.97797 -0.19979
H 0.58309 -3.00842 5.88470
H 5.64052 -2.68470 -5.29590
H 4.48683 -5.54267 -5.48598
H -2.05311 6.63176 2.31171
H -0.46795 3.52754 -1.32805
H 1.28585 3.42715 2.65561
H 2.68967 -3.75481 7.02147
H -6.14483 5.50821 1.15175
*
```

Lowest unoccupied orbital energy   1.6 eV
Gap between HOMO and LUMO   0.2458 hartree

Entry 2:
The following is a DFT calculation (ωB97M-V/def2-TZVPD) of a structure of composition C4H9F.

The geometry in ORCA input format:
```
! wB97M-V def2-TZVPD RIJCOSX def2/J DEFGRID3
* xyz 0 1
F -0.99656 -0.92610 -1.92700
C 0.46011 -1.20081 0.30047
C 0.15892 0.13792 -0.21263
C -1.06406 0.25259 -1.11000
C 0.46961 1.13506 1.08332
H -0.12834 0.64601 2.20642
H 0.51287 -1.75707 -0.61255
H 1.57750 0.50111 1.34610
H 0.88120 0.52656 -0.81458
H -0.72026 -1.40685 0.65710
H -0.97747 1.05961 -1.76810
H 1.42913 -1.56995 0.79310
H -2.04450 0.43582 -0.52217
H 0.44185 2.16609 0.58052
*
```

Lowest unoccupied orbital energy   1.0 eV
Relative energy (zero: lowest compared OMol25 entry of this formula, charge and spin)   102.4 kcal per mole
Gap between HOMO and LUMO   0.4201 hartree

Entry 3:
The following is a DFT calculation (ωB97M-V/def2-TZVPD) of a cluster of 7 separate species, C35H43BrF6N3O21 in total.

The geometry in ORCA input format:
```
! wB97M-V def2-TZVPD RIJCOSX def2/J DEFGRID3
* xyz 1 1
Br 7.04924 1.45315 1.30130
F -7.04040 1.72313 -4.91295
F 1.22056 3.95472 2.10449
F -9.64036 -2.82996 -1.90467
F 6.98242 -0.80509 -3.05694
F 7.40434 -1.11896 -8.96695
F -5.76702 3.46844 1.02756
O -5.60392 2.01308 4.13320
O -5.86676 0.15456 -0.94228
O -3.42693 1.43336 4.18957
O 0.94364 -1.37392 1.77722
O -6.32488 1.32692 -2.81518
O -6.16098 -0.91390 -2.90457
O 6.75105 2.47564 -4.05610
O 3.39379 2.39785 5.64028
O -9.82205 -3.72479 2.42734
O -10.15572 -3.31045 0.23364
O 4.59171 1.28746 -0.02882
O 6.45954 0.23056 -7.43351
O 4.29078 -0.12710 -7.92089
O 8.93469 2.97491 -4.28650
O 0.66464 -1.84743 -2.15546
O 2.10846 3.47113 4.12214
O -8.22981 -2.67967 1.22312
O -4.31147 2.33377 2.31809
O 8.31685 0.95832 -3.47821
O 3.86196 2.23364 3.44006
O 4.85919 1.46132 -6.42604
N 3.45248 -3.05940 2.52187
N 1.87702 -2.03965 1.02037
N 3.80602 -0.76492 2.03503
C -0.50595 2.12586 0.47129
C -0.20309 -0.08630 -0.76364
C -0.10937 -2.24987 2.24215
C 3.06873 -1.97576 1.86054
C -9.52481 -2.38468 -0.62811
C -6.09845 0.18639 -2.11206
C 5.03982 -0.79233 1.20613
C 0.83350 -1.18263 -1.16262
C -9.43922 -3.28417 1.39687
C 2.39019 3.83127 2.77869
C -8.09638 -2.41629 -0.17063
C 1.47081 -0.48803 4.65628
C -1.62965 -0.18460 -1.08684
C 5.32148 0.66947 0.67982
C -6.39237 2.71439 3.17290
C -0.81279 0.47187 3.71275
C -0.09047 -0.74558 4.42852
C 3.18356 2.65910 2.28218
C 0.35528 1.05045 0.00043
C 5.06094 -0.94306 -8.80206
C -6.18815 0.97188 -4.18137
C 3.14504 2.67250 4.51551
C 6.07146 1.27082 -3.71986
C -4.35861 1.88568 3.60584
C 0.22333 -3.37679 4.56348
C 5.17182 0.60488 -7.18951
C -0.41764 -2.14077 3.78244
C 8.08373 2.21346 -3.97497
C 7.09818 0.54276 -2.90413
C -1.93734 2.02695 0.15721
C 6.37922 -1.02162 -8.09012
C 2.12660 -1.39711 -0.29043
C -6.59104 -0.47286 -4.19301
C -2.49080 0.90320 -0.60906
C -5.65931 2.43253 1.89447
H -1.06624 -2.11028 1.66684
H 2.54731 1.84659 1.91920
H -0.52455 -0.77487 5.47175
H 4.89457 -1.44280 0.30674
H -7.52310 -3.22038 -0.63828
H -2.60173 2.83626 0.54134
H 0.12114 -3.17525 5.65822
H 2.92834 4.78184 2.75750
H -1.09822 1.18579 4.53565
H -1.78258 0.15662 3.25252
H 1.68809 0.11730 5.56790
H 0.19555 -3.31977 2.04534
H -0.44739 -4.25311 4.32975
H 5.80632 0.73838 -4.63110
H -7.58082 -1.47278 -0.34327
H 5.88489 -1.12745 1.86320
H -3.60177 0.81080 -0.82856
H 3.57227 -3.94968 2.03813
H -5.95671 1.50534 1.39776
H 7.08981 0.79295 -1.84010
H 1.44332 1.09339 0.24818
H 2.07742 -1.43546 4.59382
H 3.88809 2.92964 1.49849
H -10.00710 -1.40822 -0.53428
H 3.55159 -2.96112 3.54050
H 6.44727 -1.82675 -7.35407
H 2.68630 -0.42411 -0.24605
H -7.67141 -0.60710 -4.28103
H -6.10196 -1.03695 -4.98563
H -1.53297 -2.28330 3.89082
H -6.40753 3.77781 3.42242
H 4.59971 -1.92053 -8.93623
H 1.27090 -3.60156 4.23558
H -0.05352 2.94763 1.06318
H 2.78817 -2.10817 -0.86811
H -5.16170 1.15725 -4.50724
H -1.99184 -1.07034 -1.65155
H -7.41599 2.34289 3.15803
H 5.16112 1.47786 -3.15722
H 1.80824 0.14500 3.77702
H 3.99036 -0.55682 3.02008
H -0.14847 1.04967 3.02297
H 5.13845 -0.45392 -9.77552
*
```

Lowest unoccupied orbital energy   -5.7 eV
Relative energy (zero: lowest compared OMol25 entry of this formula, charge and spin)   60.2 kcal per mole
Gap between HOMO and LUMO   0.2147 hartree

Entry 4:
The following is a DFT calculation (ωB97M-V/def2-TZVPD) of a cluster of 9 separate species, C18H54N13O12 in total.

The geometry in ORCA input format:
```
! wB97M-V def2-TZVPD RIJCOSX def2/J DEFGRID3
* xyz 0 2
O 2.84631 2.43999 -0.11048
O 1.06392 -2.44214 -0.10408
O 1.65044 4.17190 -0.57673
O -0.37048 -6.79423 1.74371
O 1.38051 3.14127 -5.11506
O 3.44830 4.44403 0.52462
O 3.19931 0.49861 4.34535
O -3.08917 -1.53614 0.55213
O -0.23615 0.57927 1.78215
O -1.75233 2.42171 -1.31992
O -0.47365 4.76828 3.63273
O -1.00969 -0.38260 -4.12505
N 0.67997 5.72579 1.92297
N -0.56463 1.12729 3.88525
N -0.10573 3.77117 1.68425
N 3.60036 2.42116 3.22051
N 0.89368 4.05523 -3.30630
N 2.66844 2.87858 -3.30942
N 1.22920 -0.85764 -2.21609
N -2.21517 -5.12002 0.44134
N -1.64075 -0.55820 3.08867
N 3.01315 0.59841 2.22891
N 0.59875 1.13544 -0.64231
N -1.88697 4.51795 -0.80323
N -3.73228 3.49566 -1.52670
C -2.41226 3.41449 -1.22931
C -0.78745 0.36966 2.86728
C 0.92411 -3.15862 1.08084
C 1.46809 -0.47228 -3.60069
C 0.23542 0.35568 -4.15169
C -2.67103 -3.78871 0.91080
C -2.52154 -2.65721 -0.15982
C 3.31239 1.15237 3.36518
C -2.07225 0.32106 -4.63128
C 1.67703 3.35960 -3.97139
C 0.63778 -7.23538 2.71409
C -1.62380 -6.51478 2.35224
C 2.54312 -1.15065 -1.56919
C -2.68582 -6.30238 1.17752
C 2.65602 3.68409 -0.08547
C -2.85568 -0.38459 -0.14576
C 0.00224 4.77439 2.50672
C 2.28756 -1.78519 -0.23412
H -1.65017 -5.71651 3.09397
H -0.89914 4.61273 -0.61534
H -1.88805 0.55208 -5.68047
H 0.46050 3.91238 0.85990
H -2.11190 -0.79377 2.22691
H 1.06906 4.03204 -2.31191
H -0.20396 1.63530 -0.99714
H 1.46034 1.66233 -0.63030
H -4.07784 4.41918 -1.30803
H -0.78431 3.06175 1.92164
H -2.71136 -7.08924 0.42366
H -2.43322 5.35842 -0.92702
H -1.79424 -0.20211 -0.31350
H 3.17295 -2.41919 -0.18697
H 3.13300 -0.23722 -1.49318
H -3.20992 0.44329 0.46843
H 2.35632 0.15943 -3.61047
H 3.55112 2.89804 4.10947
H -1.19832 1.08380 4.67052
H 0.42856 -8.23652 3.09098
H -0.00824 1.23824 -3.56022
H -3.15786 -2.96346 -0.99013
H 3.07260 -1.88393 -2.17752
H -1.51787 -2.43738 -0.52371
H -1.96981 -3.55429 1.71170
H 0.87436 -6.51552 3.49763
H -0.06573 -3.60001 1.19698
H 1.62503 -1.34919 -4.22878
H 0.91659 6.60748 2.35509
H 2.73224 -0.35896 2.07195
H 0.42270 0.97887 0.33982
H 3.55218 2.95080 2.36188
H 2.45585 -0.97799 0.47876
H 0.72005 0.32391 -1.23121
H 0.26199 4.60165 -3.87418
H 2.90723 1.22553 1.44431
H 2.78020 2.97519 -2.31028
H -1.99451 -7.33709 2.96418
H -3.68788 -3.79369 1.30335
H 1.14542 5.48222 1.06034
H 1.02020 -2.40559 1.86302
H 0.21702 1.75759 3.77642
H -4.35991 2.80964 -1.92110
H 1.71764 -3.90590 1.08002
H 0.55901 -1.60171 -2.08453
H -1.23998 -5.22247 0.68341
H -2.21124 1.26405 -4.10254
H -2.99573 -0.25112 -4.54243
H -3.25234 -0.36054 -1.16074
H -3.72585 -6.35952 1.49871
H 3.32602 2.35059 -3.86522
H 1.60434 -7.24896 2.21042
H -2.07484 -0.65745 3.99521
H 0.37205 0.60056 -5.20500
*
```

Lowest unoccupied orbital energy (spin up / spin down)   0.3 / -3.0 eV
Expectation value of S²   0.757
Gap between HOMO and LUMO (spin up / spin down)   0.3349 / 0.2150 hartree